Record 1
46
Properties=species:S:1:pos:R:3 method="wB97M-V/def2-TZVPD" homo_energy_ev="-4.314 / -4.403" gap_ev="7.18 / 7.27" e_lumo_ha="0.1053 / 0.1054" charge=-1
Sb 1.0650 -2.5394 1.1528
Fe -0.1441 -0.5590 -0.1532
Cl -3.6482 -1.1955 -1.5937
Cl -3.5197 -1.2300 1.7293
Cl -2.1566 -3.6085 -0.0025
Si -2.3011 -1.4329 0.0138
O -0.0175 0.9710 1.0187
O 0.5332 -1.6574 -1.6090
N -0.7085 2.0923 -0.8597
N -0.4872 0.8183 -1.4188
C -0.8834 2.0128 -3.5009
C -0.5302 0.7775 -2.7210
C 1.2447 -4.5365 0.4618
C 0.6720 -2.7233 -3.7163
C 3.1352 -2.2716 1.6588
C 0.3219 3.4793 2.2911
C -0.2139 -0.4008 -3.4476
C 0.3113 -1.5274 -2.8667
C -1.5317 5.4325 1.6310
C 0.2517 4.6487 3.0344
C -0.4168 2.0352 0.4026
C 0.4630 -3.0247 3.1487
C -0.6776 5.6281 2.7091
C -0.5249 3.2854 1.2052
C -1.4525 4.2697 0.8794
H -1.8109 2.4457 -3.1282
H 3.6794 -1.7962 0.8434
H -2.1036 4.1061 0.0310
H 1.0541 -3.8548 3.5401
H 0.2550 -4.9582 0.3096
H -0.2388 -3.2368 -4.0314
H 0.9231 4.7959 3.8719
H -0.3410 -0.3827 -4.5211
H 3.2020 -1.6353 2.5412
H 1.2693 -3.4181 -3.1286
H 1.7944 -4.5640 -0.4783
H 0.5973 -2.1498 3.7841
H -0.1150 2.7761 -3.3722
H -0.9810 1.7710 -4.5581
H -0.7401 6.5369 3.2953
H 3.5879 -3.2401 1.8758
H 1.7886 -5.0954 1.2240
H 1.2238 -2.4323 -4.6114
H -0.5919 -3.2985 3.1469
H -2.2640 6.1888 1.3757
H 1.0273 2.6983 2.5426

=====

Record 2
16
Properties=species:S:1:pos:R:3 method="wB97M-V/def2-TZVPD" homo_energy_ev=-8.587 de_lowest_ev=7.6317 gap_ev=8.99 e_lumo_ha=0.0149 charge=0
Si 1.7826 -0.7610 0.3002
O 0.9198 1.2733 -1.4497
O -1.7956 0.8577 0.2776
O -1.2758 -1.3648 0.7123
O 0.9189 1.7289 0.8969
O -1.2347 -0.5733 -1.4120
C 0.7627 0.8351 -0.1548
C -1.0341 -0.2406 -0.0769
H 1.0533 -1.9884 -0.2193
H -0.7704 -1.3712 1.5530
H 3.2589 -0.5458 0.3577
H -2.0342 -0.9786 -1.4674
H -2.6912 0.4604 0.2106
H 0.4120 2.5333 0.7235
H 1.6021 -0.9827 1.7075
H 0.1259 1.1176 -1.9589

=====

Record 3
15
Properties=species:S:1:pos:R:3 method="wB97M-V/def2-TZVPD" homo_energy_ev=-9.257 de_lowest_ev=2.2390 gap_ev=10.19 smiles="[H]/N=C/N=C(/NN)NO" e_lumo_ha=0.0343 charge=0
O -1.6227 1.6663 -0.3540
N 0.0106 -0.8579 -0.3854
N 2.6714 -0.4346 0.0133
N 1.7748 0.6312 0.0917
N -0.3256 1.4725 0.0516
N -2.2059 -0.7096 0.4638
C -1.2787 -1.2840 -0.2304
C 0.3993 0.3417 -0.0886
H -2.1162 0.9343 0.1526
H 2.1105 1.4659 -0.3542
H 0.0656 2.2906 0.5951
H -3.0780 -1.2220 0.3989
H 2.2681 -1.1466 -0.6046
H -1.4469 -2.2513 -0.6841
H 2.7738 -0.8967 0.9342

=====

Record 4
33
Properties=species:S:1:pos:R:3 method="wB97M-V/def2-TZVPD" homo_energy_ev="-6.427 / -6.427" spin_multiplicity=3 de_lowest_ev=9.3926 gap_ev="3.61 / 1.48" e_lumo_ha="-0.1035 / -0.1820" charge=0
Ni -0.0726 -0.1588 0.2809
O -4.5135 -3.9618 1.2045
O -2.7330 -2.8979 0.7788
O -3.0271 -4.9554 0.1331
O 2.5006 2.1230 -0.5058
O -1.1705 2.4335 2.7610
O -2.3045 1.5663 -2.0495
O 2.8429 -2.0305 4.9844
O 2.0941 -3.8321 4.0419
O 1.8869 -1.9515 3.0506
O 1.5063 -2.2554 -2.2049
N -3.3999 -3.9453 0.6928
N 2.2964 -2.6139 4.0524
C -0.9700 3.7946 2.8561
C 2.7049 2.9644 -1.6686
C 2.3219 -3.3792 -1.8469
C -3.2600 0.9735 -2.8701
H -0.0961 3.9720 2.2293
H 3.3020 1.9399 -0.0100
H 1.4635 -2.0896 -3.1495
H -3.3321 1.4767 -3.8343
H -1.8465 4.3422 2.5096
H 3.1095 -3.0002 -1.1957
H -2.9119 0.0124 -3.2486
H -0.7823 4.0861 3.8895
H -1.7621 2.1887 3.4763
H 2.6684 -3.7926 -2.7941
H -4.2336 0.8793 -2.3892
H 1.7319 -4.1979 -1.4348
H 1.9234 3.4221 -2.2751
H -2.6301 2.4686 -2.0114
H 3.1532 3.8403 -1.1995
H 3.5400 2.5785 -2.2531

=====

Record 5
14
Properties=species:S:1:pos:R:3 method="wB97M-V/def2-TZVPD" homo_energy_ev=-8.620 de_lowest_ev=4.4285 gap_ev=9.30 e_lumo_ha=0.0251 charge=0
O -0.5096 -2.2201 0.7020
O -0.1075 1.1288 -0.4053
C 1.0679 0.2068 1.4386
C -0.6971 0.9723 -1.6739
C 0.3585 -0.0909 0.1238
C -0.7967 -0.9661 0.3897
H 1.8835 0.9061 1.2457
H 0.3734 0.6669 2.1487
H -1.0257 1.9612 -2.0006
H -1.5647 0.2970 -1.6416
H 1.0412 -0.5971 -0.5813
H 1.4662 -0.7149 1.8706
H -1.5025 -2.1970 0.7804
H 0.0304 0.5751 -2.4000

=====

Record 6
11
Properties=species:S:1:pos:R:3 method="wB97M-V/def2-TZVPD" homo_energy_ev="-3.584 / -3.582" de_lowest_ev=3.5097 gap_ev="7.02 / 7.02" e_lumo_ha="0.1264 / 0.1264" charge=-1
Se 2.1032 -0.1552 -0.1490
O 1.4136 2.0376 0.5249
O -0.0066 3.6151 -0.0720
C -0.7046 1.4886 -0.4364
C 0.3693 -0.4045 0.6942
C 0.3344 2.4413 0.0575
H 2.4399 -1.7800 -0.2304
H -1.7343 1.6790 -0.0949
H 0.5464 -0.3003 1.7090
H -0.4395 1.2157 -1.4081
H -0.1248 -1.4273 0.4806

=====

Record 7
23
Properties=species:S:1:pos:R:3 method="wB97M-V/def2-TZVPD" homo_energy_ev=-9.312 de_lowest_ev=2.6756 gap_ev=9.82 smiles="CO/C=N/[C@H](OC)[C@H]1C=NN=C1Cl" e_lumo_ha=0.0186 charge=0
Cl -0.4331 -2.6261 -0.5010
O 2.3438 0.7953 1.0428
O -1.8749 -0.2717 1.0075
N 0.3354 0.2212 0.1918
N -0.0940 0.0074 -3.1670
N 0.3396 -1.1818 -2.5721
C 3.0512 0.0326 0.1313
C -1.0593 0.4388 0.0813
C -1.0170 0.5309 -2.4429
C -1.6011 -0.1537 2.3702
C 1.0697 0.8380 1.0270
C -1.3673 -0.2321 -1.2891
C -0.4195 -1.3947 -1.5384
H -1.2059 1.5759 0.1348
H -2.4549 -0.5623 -1.2720
H -1.5921 0.9384 2.7024
H -1.5599 1.4660 -2.7726
H 2.5252 -0.8526 -0.1773
H -0.5778 -0.4697 2.4937
H 3.9018 -0.4334 0.6345
H -2.3378 -0.7670 2.8854
H 3.3692 0.5608 -0.7889
H 0.6589 1.5399 1.8186

=====

Record 8
11
Properties=species:S:1:pos:R:3 method="wB97M-V/def2-TZVPD" homo_energy_ev=-9.097 de_lowest_ev=1.3263 gap_ev=10.16 smiles="[H]/N=C/N.N" e_lumo_ha=0.0392 charge=0
N 2.8021 2.1108 2.6979
N -1.1934 -0.2638 -0.1806
N -1.0276 -1.1113 -2.2177
C -1.1617 -1.4200 -0.9252
H 2.5354 3.0297 3.0150
H 2.1255 1.9977 1.7946
H -2.0217 -0.2177 0.3838
H -1.2398 -2.4114 -0.4359
H -1.1283 -1.7686 -2.9558
H 3.7401 2.1213 2.4560
H -1.1084 0.6187 -0.8045